Computed, not measured: C4H9NO2 in the gas phase at a distorted geometry, with ωB97M-V/def2-TZVPD.

Last column: natural (NBO) charge in e.
Positions of all 16 atoms, in Å:
C 1.4222 0.5235 -0.4511  -0.476
C 0.2312 0.0787 -0.1516  0.339
C -1.1003 0.4205 0.2288  -0.133
O -1.0631 1.8268 -0.6835  -0.469
N -1.2898 1.6942 -2.0584  -0.504
O -0.1165 -1.3891 0.5448  -0.607
C 0.7390 -1.8100 1.5771  -0.254
H 2.2955 -0.0975 -0.3233  0.234
H 1.5617 1.5707 -0.6723  0.252
H -1.9089 -0.1613 -0.2125  0.224
H -1.2290 0.8284 1.2275  0.234
H -2.1118 1.1089 -2.2119  0.322
H -0.4880 1.2275 -2.4855  0.323
H 1.0247 -2.8617 1.4866  0.181
H 0.3350 -1.6916 2.5893  0.169
H 1.6978 -1.2680 1.5959  0.165

Lowest unoccupied orbital energy, Eh: 0.031
E_tot, hartree: -362.8398
ΔE to the lowest compared entry with this formula, charge and spin, kcal per mole: 154.2
Frontier orbital gap, eV: 9.621

Computed, not measured: a molecular structure, C14H34ClN2O12P4ReS at a distorted geometry, with ωB97M-V/def2-TZVPD.

Last column: natural (NBO) charge in e.
Positions of all 69 atoms, in Å:
Re -0.5647 0.3337 -0.4333  1.254
C 1.6418 -3.5808 0.9347  -0.645
C 2.5466 -2.3784 0.7881  -0.469
O 3.8277 -2.5603 1.3417  -0.716
P 2.8522 -1.8386 -0.9297  2.413
O 3.3483 -3.0296 -1.8397  -0.969
O 4.1211 -0.9054 -0.8335  -0.996
O 1.6685 -1.1940 -1.5583  -1.145
P 1.8116 -0.8071 1.4471  2.411
O 1.9182 -1.1934 2.9973  -0.998
O 2.6701 0.3395 1.0400  -1.169
O 0.3875 -0.8370 0.9471  -1.083
H 2.0173 -4.4151 0.3415  0.230
H 0.6383 -3.3265 0.6023  0.252
H 1.5918 -3.8859 1.9797  0.230
H 3.7714 -2.4502 2.3019  0.495
H 4.1958 -3.3943 -1.5779  0.526
H 3.9594 -0.2657 -0.1145  0.546
H 1.5891 -0.4396 3.4924  0.531
C 2.5580 1.4243 -2.1399  -0.949
P 0.8385 0.8711 -2.3640  1.190
C 0.6762 -0.1111 -3.8930  -0.946
C 0.1013 2.4848 -2.9490  -0.736
C -1.4100 2.3995 -3.0968  -0.712
P -2.0927 1.8505 -1.4801  1.116
C -3.7678 1.2333 -1.8109  -0.941
C -2.3207 3.3692 -0.5090  -0.952
H 2.7028 2.3883 -2.6246  0.243
H 3.2512 0.6906 -2.5427  0.269
H 2.7323 1.5212 -1.0696  0.279
H 0.9694 0.4946 -4.7489  0.240
H -0.3569 -0.4359 -3.9946  0.249
H 1.3126 -0.9853 -3.8165  0.278
H 0.5661 2.7554 -3.8983  0.246
H 0.3555 3.2451 -2.2081  0.233
H -1.6804 1.6733 -3.8648  0.246
H -1.8356 3.3698 -3.3636  0.256
H -4.3363 1.9932 -2.3443  0.253
H -4.2508 1.0046 -0.8640  0.267
H -3.7085 0.3217 -2.3993  0.261
H -3.2472 3.8598 -0.8000  0.253
H -1.4760 4.0325 -0.6781  0.252
H -2.3376 3.1236 0.5537  0.295
C -1.8787 -1.9230 3.5516  -0.410
N -2.1129 -0.5158 3.2888  -0.423
C -2.2468 0.4065 4.3952  -0.407
C -2.0695 -0.1080 2.0837  0.731
N -2.1622 0.2104 0.9677  -0.579
H -2.6934 -2.3215 4.1588  0.217
H -0.9337 -2.0481 4.0833  0.214
H -1.8250 -2.4640 2.6067  0.263
H -3.2191 0.2759 4.8776  0.215
H -2.1501 1.4272 4.0257  0.254
H -1.4565 0.2187 5.1223  0.218
Cl -0.8627 -5.0102 -1.2607  -0.020
C -1.6537 -3.5632 -1.8961  -0.483
C -1.5014 -2.4057 -0.9087  0.787
O -1.5562 -2.5635 0.2915  -0.620
O -1.3517 -1.2736 -1.5119  -0.711
H -2.7113 -3.7941 -2.0247  0.245
H -1.1954 -3.2972 -2.8453  0.234
C 1.4062 3.4204 2.3089  -0.864
S 0.2205 2.1138 1.9887  2.433
O 0.5832 0.9731 2.8011  -1.017
O -1.1116 2.5951 2.2797  -0.991
O 0.3679 1.9300 0.5018  -0.935
H 1.3749 3.6651 3.3620  0.256
H 1.1317 4.2720 1.7031  0.246
H 2.3740 3.0318 2.0263  0.263

Lowest unoccupied orbital energy (spin up / spin down), Eh: -0.193 / -0.178
Spin multiplicity: 2
E_tot, hartree: -3868.4058
Total charge: +1
<S²>: 0.7545
ΔE to the lowest compared entry with this formula, charge and spin, kcal per mole: 60.4
Frontier orbital gap (spin up / spin down), eV: 6.627 / 6.731

Computed, not measured: a molecular structure, C34H50Br24N4O at a distorted geometry, with ωB97M-V/def2-TZVPD.

Last column: Mulliken charge in e.
Positions of all 113 atoms, in Å:
C 5.3183 0.3961 5.0859  -0.929
C 6.0052 0.4870 3.5635  0.177
C 7.4573 -0.3057 3.4145  -0.222
N 5.3511 1.1395 2.5493  -0.515
C 6.0410 2.4531 2.1850  1.585
C 6.7885 3.0244 3.5133  -0.353
N 7.3053 3.6074 4.5667  -0.691
C 7.2545 2.1753 1.0672  -1.003
C 6.7589 1.3304 -0.2442  -0.378
C 6.7327 -0.3243 -0.0009  -0.229
O 6.6040 -0.8987 -1.3813  -0.541
C 4.9456 3.3962 1.4638  0.128
C 3.6933 2.3886 0.9966  0.095
N 2.5618 1.7242 0.9100  -0.574
C 4.3959 4.7029 2.2351  -0.860
C 2.7924 4.6305 2.6946  -0.642
C 1.7620 5.1324 1.5025  -0.456
C 0.2995 5.6410 2.0389  -0.609
C -0.7132 4.3288 2.1398  -0.497
C -2.2617 4.9162 2.0643  -0.562
C -3.0921 4.2811 0.7826  -0.654
C -4.3666 3.3557 1.2475  -0.723
C -3.8887 1.9019 1.8804  0.002
C -5.0910 1.4312 2.9037  -0.782
C -4.6859 -0.0671 3.5193  -0.339
C -5.0638 -1.2750 2.4771  -0.690
N -3.8832 -1.9041 1.7679  0.248
C -2.7251 -2.6536 2.4535  -0.174
C -1.7651 -3.1633 1.2256  -0.676
C -2.4543 -2.6623 -0.2127  -0.481
C -3.8352 -1.8366 0.2274  -0.235
H 4.1880 0.7163 5.0914  0.276
H 5.9972 1.0964 5.7691  0.215
H 5.4973 -0.7063 5.4571  0.352
H 8.3753 0.4378 3.2866  -0.160
H 7.3985 -1.1297 2.5855  0.191
H 7.6810 -0.8871 4.4329  0.268
H 8.2304 1.7464 1.5494  0.354
H 7.5405 3.2652 0.6725  0.424
H 7.6025 1.4856 -1.0748  0.469
H 5.7645 1.7203 -0.7417  0.090
H 7.8080 -0.6354 0.3781  0.114
H 5.8586 -0.6701 0.6959  0.214
H 7.4854 -0.6956 -1.8531  0.324
H 5.4159 3.7641 0.4296  0.463
H 4.4307 5.6114 1.4599  0.301
H 4.9739 5.0709 3.1765  0.407
H 2.6970 5.4532 3.5552  0.402
H 2.4977 3.6152 3.1930  0.233
H 1.6080 4.2392 0.7565  0.154
H 2.2802 5.9967 0.8632  0.322
H 0.3704 6.2497 3.0358  0.228
H -0.1401 6.3471 1.1824  0.324
H -0.5273 3.5886 1.2360  0.237
H -0.5013 3.8052 3.1900  0.199
H -2.2870 6.1017 2.0097  0.438
H -2.7825 4.6365 3.0966  0.294
H -2.3917 3.6466 0.0698  0.319
H -3.4689 5.2017 0.1385  0.279
H -5.0472 3.1008 0.3277  0.333
H -5.0529 3.8920 2.0524  0.303
H -2.9055 1.9554 2.5128  0.140
H -3.8361 1.0956 1.0283  0.089
H -6.0793 1.2942 2.2908  0.219
H -5.2932 2.1890 3.7735  0.362
H -5.4017 -0.2095 4.4639  0.253
H -3.5894 -0.0834 3.9265  0.302
H -5.7471 -0.8043 1.6359  0.245
H -5.6608 -2.1059 3.0656  0.275
H -2.5608 -2.8268 3.6203  0.212
H -0.7727 -3.8047 1.3032  0.400
H -2.0621 -2.8728 -1.3089  0.351
H -4.5958 -1.3560 -0.5248  0.306
C 0.1115 -7.3082 1.2137  -0.365
Br -0.9397 -5.7192 0.8211  0.090
Br 0.9273 -7.2190 2.9774  -0.048
Br -0.9240 -8.9378 0.9766  -0.039
H 0.9282 -7.3394 0.4849  0.348
C -2.8772 -4.7928 -4.4320  -0.456
Br -2.7103 -3.6131 -2.8943  0.157
Br -2.9983 -6.6605 -3.9018  -0.026
Br -4.3524 -4.2712 -5.5877  0.069
H -1.9585 -4.6858 -5.0182  0.370
C -5.7083 -5.8732 -9.6952  -0.355
Br -7.1270 -6.2172 -8.4094  -0.032
Br -5.5949 -3.9880 -10.1610  0.055
Br -3.9974 -6.5735 -9.0898  -0.075
H -5.9690 -6.4138 -10.6111  0.402
C 10.7681 0.3870 5.9626  -0.337
Br 9.3982 1.7657 5.8824  0.035
Br 10.1801 -1.1590 6.9863  -0.029
Br 11.3954 -0.1141 4.1907  -0.030
H 11.6233 0.8165 6.4948  0.361
C -5.5183 -0.3033 -8.5477  0.172
Br -7.0704 -0.6308 -7.4218  0.011
Br -5.7355 1.2967 -9.6325  -0.033
Br -3.8709 -0.2589 -7.5141  0.007
H -5.4398 -1.1495 -9.2381  -0.181
C -1.5319 -2.8553 -11.8647  -0.322
Br -2.9018 -1.4765 -11.9449  -0.023
Br -2.1199 -4.4013 -10.8409  0.047
Br -0.9046 -3.3563 -13.6366  -0.030
H -0.6767 -2.4258 -11.3324  0.356
C -11.1319 -1.0990 -7.8598  -0.138
Br -12.5018 0.2798 -7.9400  -0.018
Br -11.7199 -2.6450 -6.8361  -0.007
Br -10.5046 -1.6000 -9.6317  0.013
H -10.2767 -0.6694 -7.3276  0.133
C -1.8273 -3.2403 6.9711  -0.400
Br -0.8464 -4.5658 8.0030  -0.028
Br -2.2878 -3.8981 5.1993  0.044
Br -3.3893 -2.5878 7.9295  -0.017
H -1.1581 -2.3851 6.8307  0.384

Lowest unoccupied orbital energy, Eh: -0.026
E_tot, hartree: -63395.1917
Frontier orbital gap, eV: 6.889

Computed, not measured: H5N3 in the gas phase at a distorted geometry, with ωB97M-V/def2-TZVPD.

Last column: natural (NBO) charge in e.
Positions of all 8 atoms, in Å:
N -0.7334 0.8012 0.1712  -0.678
N 0.1324 -0.2697 0.4907  -0.343
N 0.6079 -1.0100 -0.5935  -0.650
H -0.2481 1.6055 -0.2444  0.318
H -1.1553 1.1027 1.0450  0.354
H 0.8653 0.0355 1.2817  0.317
H -0.0316 -1.8012 -0.6928  0.348
H 0.5628 -0.4639 -1.4579  0.334

Lowest unoccupied orbital energy, Eh: 0.048
E_tot, hartree: -167.1768
ΔE to the lowest compared entry with this formula, charge and spin, kcal per mole: 9.2
Frontier orbital gap, eV: 9.734